Formula: C36H41BrMnN4O3
Source: the OMol25 dataset
Level of theory: ωB97M-V with the def2-TZVPD basis set

For the gap between HOMO and LUMO (alpha / beta), the calculation gives 7.69 / 7.72 eV. Its spin multiplicity is 6. Its expectation value of S² is 8.756. As for the LUMO energy (alpha / beta): 0.0024 / -0.0030 hartree. As for the HOMO energy (alpha / beta): -7.628 / -7.804 eV.

Cartesian coordinates (Å):
H: -3.5153 2.1631 -3.8121
Br: -3.2850 -3.4530 0.6077
O: -3.4670 -4.5344 -4.4001
C: -1.9041 0.9462 -4.4223
H: -3.4098 4.0462 -2.8461
H: -1.8761 0.6627 1.9397
H: -3.0871 -4.3381 -5.2641
C: 1.3019 0.5220 5.2982
C: -1.3506 -2.1584 -2.6527
C: -1.8195 -2.4130 3.5670
H: -4.0555 -0.2063 -3.1851
C: -3.5351 0.4863 -2.5175
N: 1.1491 -1.1988 -0.9581
H: 2.9646 3.3823 0.2590
C: -2.2904 -0.3219 2.1831
H: -3.3704 -0.2040 2.2810
N: -0.3455 0.8140 -1.6239
C: 0.5799 2.9400 1.6201
C: -2.0280 2.4889 -2.3752
H: -2.2394 -0.4572 4.2847
O: 1.9474 -3.1729 1.8094
H: -2.4115 5.6983 -1.3102
C: -3.3098 -3.9470 -2.1409
H: 1.8530 4.6879 -0.1544
C: -1.8653 -2.8731 -3.7074
H: 3.4584 -3.5214 -0.4608
C: -0.2313 -0.4799 3.7150
C: 0.0240 0.1511 4.9289
C: 2.9113 -2.7293 -0.9526
C: -0.9064 2.1348 -1.6045
C: -2.7650 1.5452 -3.3107
H: 2.2749 3.4775 -1.3716
C: -2.8793 -3.7888 -3.4502
C: -2.7082 -3.1793 -1.1648
H: -1.2356 -2.9158 2.7954
C: 2.1297 -0.3125 3.1775
N: 0.5873 -1.2998 1.5420
H: 3.2944 1.6278 1.5607
C: -1.9899 4.7043 -1.3895
C: 1.4108 -2.3087 1.1363
C: 2.3381 0.2841 4.4155
C: 0.7543 0.6545 -2.3973
H: 4.8479 0.8178 1.3365
H: -1.4889 -2.7013 -4.7078
C: 0.8266 -0.7412 2.8283
H: -0.2471 2.2994 1.9376
H: 4.3702 1.3809 2.9378
H: -2.1687 -1.0236 1.3501
H: 1.4856 0.9986 6.2523
H: 3.3420 0.5898 4.6858
O: 1.2049 1.4163 -3.2434
C: 1.5410 -0.6164 -2.0746
H: -0.8053 0.3398 5.6016
H: 1.1656 1.7213 -0.0265
C: 3.3421 -0.4281 2.2652
H: 1.4450 2.6783 2.2317
H: -1.4576 -2.7560 4.5366
C: -1.6663 -0.8950 3.4636
C: 3.3196 -2.1855 -2.1706
H: 3.8956 -2.4018 2.9758
H: -0.5853 -1.4240 -2.8415
H: 3.0240 -0.7806 1.2880
H: 0.3050 3.9715 1.8492
H: 4.1961 -2.5881 -2.6627
C: 4.3591 -1.4294 2.8166
H: -1.1584 0.2573 -4.0357
Mn: -0.6157 -0.5634 -0.0471
C: 2.0669 3.6282 -0.3114
H: -0.4517 5.0679 0.0435
N: -1.7491 -2.2811 -1.3760
H: -2.8667 -2.7120 3.4714
H: 5.1932 -1.5478 2.1206
H: 4.7670 -1.0781 3.7675
C: -0.8921 4.3453 -0.6332
C: 1.8050 -2.1651 -0.3415
H: 3.0199 -0.5995 -3.6261
H: -2.8597 -0.0894 -1.8880
H: -4.0877 -4.6537 -1.8958
C: 3.9992 0.9315 2.0150
C: -0.3367 3.0728 -0.7262
H: -4.2767 0.9589 -1.8712
C: -2.5458 3.7742 -2.2500
H: -1.3688 1.7282 -4.9606
C: 0.8816 2.7643 0.1290
H: -2.5376 0.4066 -5.1316
C: 2.6648 -1.0916 -2.7317

=====

Formula: C42H118N18O20
Source: the OMol25 dataset
Level of theory: ωB97M-V with the def2-TZVPD basis set

For the gap between HOMO and LUMO, the calculation gives 8.32 eV. Its spin multiplicity is 1. As for the LUMO energy: -0.0010 hartree. As for the HOMO energy: -8.343 eV.

Cartesian coordinates (Å):
H: -15.1699 -4.7064 0.1139
H: -8.0819 -2.7492 2.2942
N: -16.7088 -6.8064 1.2718
H: 5.8915 -1.2168 -1.3871
H: -11.5855 0.2556 -0.4113
C: -7.5495 7.4385 -2.8408
H: -9.9796 6.2823 0.0514
O: -0.8678 -3.6109 -2.9990
H: -2.9712 -2.5906 -1.5585
H: -11.3438 -2.4832 3.9541
H: -7.4484 -4.1045 -1.7631
O: -14.3042 -6.5219 -0.3406
H: -4.0719 -6.6176 -1.8989
O: -10.1827 2.3975 -4.3450
H: -5.2174 -6.5929 -3.4266
C: -10.9302 -3.3610 2.0619
H: 5.5614 -2.0221 -2.9663
N: -7.7089 -3.0001 -3.3960
H: -7.9123 7.2512 -3.8515
O: 4.0417 -2.0886 -1.6469
N: -5.9750 -6.1469 -3.9237
H: -16.8859 -8.7671 0.8941
N: -4.7098 -5.6514 -5.5709
H: 4.8495 -0.4248 -2.5503
H: -9.5941 -3.2834 -4.1762
H: -0.6900 -2.5666 -0.4146
N: -7.7425 -4.7712 -1.0637
H: -9.2139 1.6068 1.7540
H: -11.0843 0.6371 -4.6953
C: -6.7122 -2.0079 -3.1542
H: 1.4797 -1.1987 0.1460
H: -10.0116 -3.5707 4.0730
H: -10.7233 -1.8184 -8.9724
H: -2.4265 -1.7823 -6.1173
H: -9.3829 5.0260 -2.9224
C: -16.2243 -8.1464 1.4984
O: -14.5663 -4.7341 -4.5059
C: -5.4817 -1.9671 -7.4811
C: -10.4598 -2.8254 3.4159
H: -8.6650 0.5491 -5.5613
N: -11.8229 1.7765 -6.5472
H: -16.0811 -7.8157 3.7733
H: -3.3771 -0.6454 -3.7079
H: -16.9846 -6.8348 -0.8821
C: -14.2857 -9.2986 3.5918
C: -9.3218 2.2006 0.8464
N: -4.5954 -6.8279 0.1010
H: -3.2452 -0.8887 -0.9523
H: -9.8673 -5.6373 -3.2253
C: -5.8436 -5.4290 -5.0144
H: -17.3873 -5.4493 0.0267
H: 0.1498 -5.1097 -2.0701
H: -6.4662 7.4155 -2.7217
H: -6.8818 -1.3581 -2.2957
O: -8.9073 -6.6306 -0.8619
C: -7.2286 -0.9422 0.2677
H: -5.3433 -2.6097 -8.3506
C: -0.0023 -3.3344 -0.7690
H: -4.1237 -6.3801 -5.1892
H: -4.2358 -2.2552 -0.4221
H: -11.4689 -4.3028 2.1662
H: -3.9099 -5.8239 -8.9906
O: -3.5189 -4.2352 -7.9703
H: -5.7538 -2.6031 -6.6388
H: -6.9960 6.4032 -0.4338
C: -8.3375 0.1757 -6.5316
H: -7.9192 4.3851 -0.4324
H: 1.8751 -3.2179 -1.8410
H: -13.0228 -5.6152 -1.5521
C: -3.3173 -2.2595 -6.5257
H: -4.2452 -0.3867 -6.6445
H: -4.9101 -3.1922 -3.5599
H: -4.4926 -5.0260 -6.3336
H: -14.1268 -8.5598 4.3774
H: 0.0619 -3.9676 0.1159
N: -9.5755 -1.6610 3.3370
O: -7.0100 -0.3146 -6.5448
H: -6.3422 -0.7744 2.7581
H: -8.2109 7.7465 -0.2785
C: -9.8109 3.1792 -3.4671
C: -3.2938 -4.9383 -9.1463
C: 2.0340 -2.0873 -0.1559
N: -8.8757 4.4324 -0.1116
C: -5.3800 -2.5739 -2.7951
C: -12.9200 -2.2227 1.7715
H: -1.2743 -3.7527 -4.9719
C: 3.4345 -1.5581 -0.4741
H: -8.4279 3.8794 1.9333
H: 3.3947 -0.4742 -0.3666
C: -11.7772 -2.8282 -2.5608
H: -12.9174 -4.8929 0.0449
C: -0.5502 -4.3104 -1.8268
H: -12.0242 -1.5638 -7.7897
H: -3.5682 -4.4131 -10.0612
C: -9.6906 -1.7407 -2.6261
C: -16.6038 -6.1991 -0.0827
H: -9.0229 -0.6380 -6.7690
C: -6.5729 -0.9576 -7.7088
C: -13.0587 -5.8349 -0.4851
O: -12.9143 -0.0702 -7.1619
C: -8.9884 -2.4501 -3.8201
H: -7.5031 0.2379 3.2843
O: -10.4786 1.8657 0.0661
H: -7.4125 -2.0102 0.1503
H: -4.9895 -6.9529 1.0225
C: -10.6095 0.4319 0.0410
C: -3.6956 -1.8297 -1.2679
H: -2.4469 -2.5955 -8.4539
C: -1.0965 -4.4121 -4.1224
H: -10.0433 -3.6872 1.5186
H: -13.8134 -8.8908 2.6980
H: 2.0511 -2.6505 0.7771
H: -9.9506 -1.2079 2.5160
H: -9.5658 4.6951 -4.6996
C: -7.4252 -0.6722 2.6897
O: -3.8374 -4.7749 0.5249
H: -9.3482 -0.7129 -2.5059
H: -9.6588 3.5782 -1.5087
H: -7.7106 -2.4020 3.9547
H: -11.2078 2.2287 -5.8860
H: -12.1897 -6.4487 -0.2480
O: -7.8893 -0.4482 1.3339
C: -16.4296 -8.5133 3.0117
O: -2.6900 -0.1275 -4.1274
H: -2.2571 -5.2342 -9.3072
H: -7.4343 -1.5174 -8.0729
H: -1.8943 -5.1453 -4.0042
H: -4.7442 -7.4603 -0.6723
H: -9.4698 -3.1009 -8.7580
H: -13.4596 -2.9468 1.1610
H: -1.6311 -3.5985 -7.4107
H: 4.0752 -1.8292 0.3650
H: -10.8519 0.1161 1.0557
H: -8.5508 1.0019 -7.2098
C: -15.2963 -5.5887 -0.5135
N: -9.7023 -3.4517 -7.8399
H: -9.8598 -0.2130 -0.4174
N: -11.2472 -2.0959 -8.1548
H: -8.6573 -4.5342 -3.0335
N: -9.0331 -5.4114 -2.7027
C: -9.1572 3.6822 1.1476
N: -9.5800 4.4414 -3.7221
H: -8.4639 1.7574 0.3409
H: -0.1391 -4.8928 -4.3236
H: -1.4755 -4.6802 -1.3849
H: -3.1559 0.4274 -4.7530
C: -4.1335 -5.6734 -0.2136
H: -7.4789 -0.2826 -0.5631
C: -8.6163 -5.6594 -1.4613
C: -2.6309 -3.1907 -7.5595
C: -8.0193 6.7293 -0.6201
C: -10.7280 -2.9248 -7.2820
H: -15.0178 -4.7838 -3.6634
H: -15.1853 -8.2350 1.1812
H: -7.9216 8.4474 -2.6628
H: -14.0114 -5.5137 -4.5272
H: -16.4891 -6.2682 2.0978
O: -11.5695 -2.3301 1.3716
H: -11.2039 -3.7519 -2.6394
H: -12.0276 -2.6408 -1.5166
C: 5.1547 -1.3995 -2.1694
O: -15.6051 -9.5781 3.2961
H: -13.2251 -2.3259 2.8128
O: -11.2167 -3.2071 -6.2561
H: -12.2794 2.1926 -7.3463
H: -3.6500 -2.8587 -5.6781
H: -13.3753 -1.2568 1.5525
N: 1.2768 -2.6990 -1.2142
C: -12.1532 0.5257 -6.3556
H: -9.5209 -2.2599 -1.6829
H: -12.0343 -0.8154 -4.8204
O: -6.6373 -4.6145 -5.5236
H: -8.8887 -1.7054 -4.6097
H: -17.4776 -8.7575 3.1856
H: -6.2549 -0.2022 -8.4273
C: -8.9843 5.8457 0.1348
H: -10.0612 4.1061 1.5848
H: -15.2576 -5.1903 -1.5273
H: -9.1126 -4.0182 -7.2471
N: -4.2252 -1.2774 -7.1203
N: -3.8929 -5.7111 -1.4911
O: -11.0728 -1.7014 -2.9930
H: -12.7041 -3.0477 -3.0907
H: -8.7853 6.1803 1.1529
H: -13.7341 -10.2289 3.7279
N: -11.6509 0.0134 -5.2521
H: -6.1590 -0.7630 0.3777
H: -7.3601 -3.4912 -4.2067
H: -6.7873 -5.9480 -3.3574
C: -8.1839 -1.9857 3.0654
H: -7.4750 -4.8765 -0.0955
O: -4.5243 -1.4842 -2.3694
H: -5.5648 -3.3426 -2.0447
H: -6.7227 -1.3293 -4.0070
N: -9.9165 2.9139 -2.2246
H: -3.3109 -4.9959 -1.9035
H: -10.1437 1.9757 -1.9276
O: -8.1983 6.5053 -1.9891